C33H41MgN6O2Si2 | ωB97M-V/def2-TZVPD

Each line ends with the Löwdin charge.
Atoms and positions in Å:
1 Mg -1.636 0.166 -0.966  0.63
2 O -5.107 0.748 0.924  -0.02
3 C -4.052 0.876 0.282  -0.53
4 N -3.598 -0.035 -0.580  -0.05
5 C -4.188 -1.348 -0.321  -0.15
6 C -3.213 -2.000 0.664  -0.24
7 C -3.727 -2.925 1.609  -0.04
8 C -2.935 -3.614 2.467  -0.06
9 C -1.542 -3.398 2.293  -0.06
10 C -1.118 -2.380 1.500  -0.11
11 N -1.928 -1.701 0.672  0.09
12 C -3.248 2.104 0.475  -0.18
13 C -3.883 3.263 0.965  0.01
14 C -3.151 4.459 1.058  -0.05
15 C -1.768 4.405 0.758  -0.06
16 C -1.253 3.225 0.215  -0.11
17 N -1.937 2.052 0.174  0.08
18 H -4.275 -1.910 -1.331  0.14
19 H -5.168 -1.083 0.121  0.11
20 H -4.793 -3.154 1.515  0.11
21 H -3.291 -4.243 3.292  0.11
22 H -0.792 -4.025 2.678  0.09
23 H -0.065 -1.992 1.489  0.11
24 H -4.954 3.093 1.274  0.13
25 H -3.634 5.355 1.459  0.10
26 H -1.022 5.177 1.040  0.11
27 H -0.190 3.174 -0.039  0.11
28 C 2.141 1.709 -2.975  -0.05
29 C 0.806 1.416 -2.527  -0.25
30 N 0.570 0.431 -1.545  0.03
31 N 1.070 -0.730 -1.864  0.04
32 C 0.085 -1.691 -2.031  -0.41
33 O -1.151 -1.462 -2.103  -0.08
34 C 0.604 -2.930 -2.647  -0.13
35 C -0.397 -3.662 -3.362  -0.02
36 C -0.052 -4.555 -4.356  -0.10
37 C 1.256 -5.051 -4.428  -0.11
38 C 2.248 -4.345 -3.783  -0.09
39 C 1.946 -3.277 -2.877  0.00
40 C -0.356 2.082 -3.025  -0.19
41 C -0.331 3.091 -4.042  0.00
42 C -1.541 3.567 -4.546  -0.08
43 C -2.709 2.821 -4.411  -0.07
44 C -2.633 1.847 -3.445  -0.13
45 N -1.592 1.562 -2.675  0.06
46 H 2.763 0.843 -2.714  0.08
47 H 2.580 2.578 -2.427  0.10
48 H 2.221 1.898 -4.054  0.08
49 H -1.436 -3.419 -3.033  0.12
50 H -0.837 -4.935 -4.993  0.09
51 H 1.510 -5.899 -5.056  0.10
52 H 3.283 -4.590 -3.889  0.09
53 H 2.745 -2.767 -2.339  0.09
54 H 0.599 3.512 -4.372  0.10
55 H -1.668 4.548 -5.072  0.12
56 H -3.621 3.162 -4.890  0.10
57 H -3.503 1.199 -3.253  0.12
58 C 3.505 -1.547 0.149  -0.22
59 Si 3.613 -0.186 1.429  0.35
60 C 3.842 1.527 0.661  -0.23
61 C 5.146 -0.649 2.498  -0.21
62 C 2.035 0.045 2.409  -0.35
63 Si 1.345 0.692 3.959  0.31
64 C 0.655 -0.555 5.247  -0.22
65 C 2.841 1.636 4.728  -0.21
66 C -0.219 1.724 3.913  -0.23
67 H 4.484 -1.880 -0.296  0.04
68 H 2.873 -1.171 -0.672  -0.03
69 H 2.960 -2.383 0.659  0.04
70 H 4.493 1.595 -0.231  0.00
71 H 4.208 2.278 1.363  0.01
72 H 2.811 1.853 0.367  0.01
73 H 5.766 -1.463 2.070  0.01
74 H 4.743 -0.930 3.472  0.00
75 H 5.817 0.213 2.655  0.01
76 H 1.252 -0.504 1.839  -0.09
77 H 1.535 -1.051 5.692  0.01
78 H 0.091 -1.327 4.725  0.00
79 H 0.045 -0.114 6.030  0.00
80 H 3.667 0.880 4.759  0.01
81 H 2.677 1.998 5.794  0.03
82 H 3.133 2.399 4.044  -0.02
83 H -0.938 1.054 3.495  -0.01
84 H -0.027 2.686 3.300  0.04
85 H -0.486 1.934 4.989  0.03

Its charge is -1. The calculation puts the molar mass at 634.21 u. As for the largest force on an atom: 4.05 eV/Å. The energy above the lowest of the compared OMol25 structures with the same formula, charge and spin comes out at 65.3 kcal per mole. The calculation puts the HOMO-LUMO gap (alpha / beta) at 3.934 / 3.637 eV.

***

C33H41N6SeSr | ωB97M-V/def2-TZVPD

Each line ends with the Löwdin charge.
Atoms and positions in Å:
1 Sr -0.289 0.618 0.419  1.28
2 C -1.482 -4.675 1.440  -0.08
3 C -0.440 -3.798 1.175  -0.07
4 C -0.559 -2.864 0.155  -0.07
5 C -1.725 -2.816 -0.605  -0.26
6 C -2.752 -3.716 -0.368  -0.02
7 C -2.636 -4.633 0.666  -0.07
8 N -1.903 -1.866 -1.662  0.09
9 N -1.366 -0.785 -1.398  -0.09
10 C -1.394 0.279 -2.356  -0.36
11 C -1.816 0.068 -3.677  -0.04
12 C -1.853 1.148 -4.525  -0.09
13 C -1.470 2.411 -4.054  -0.09
14 C -1.050 2.581 -2.744  -0.17
15 C -0.984 1.516 -1.823  -0.24
16 H -1.388 -5.407 2.231  0.11
17 H 0.477 -3.852 1.751  0.11
18 H 0.275 -2.215 -0.095  0.05
19 H -3.637 -3.677 -0.992  0.12
20 H -3.447 -5.323 0.864  0.11
21 H -2.116 -0.920 -4.007  0.11
22 H -2.174 1.023 -5.551  0.11
23 H -1.508 3.262 -4.727  0.10
24 H -0.771 3.583 -2.429  0.08
25 C 5.035 0.860 -4.527  -0.09
26 C 4.689 2.318 -4.212  -0.24
27 C 3.907 2.520 -2.911  -0.19
28 C 2.411 2.245 -2.980  -0.16
29 N 2.069 0.858 -3.301  0.00
30 C 2.126 -0.180 -2.448  -0.66
31 Se 2.632 -0.074 -0.657  0.64
32 N 1.717 -1.284 -3.112  0.00
33 C 1.712 -2.659 -2.611  -0.15
34 C 2.785 -3.522 -3.272  -0.17
35 C 4.211 -3.022 -3.058  -0.24
36 C 4.696 -3.174 -1.617  -0.11
37 C 1.385 -0.937 -4.422  -0.15
38 C 0.883 -1.689 -5.476  0.00
39 C 0.654 -1.021 -6.666  -0.06
40 C 0.921 0.348 -6.798  -0.07
41 C 1.405 1.093 -5.737  0.00
42 C 1.618 0.420 -4.544  -0.17
43 H 5.733 0.802 -5.363  0.08
44 H 4.160 0.268 -4.799  0.05
45 H 5.512 0.386 -3.664  0.08
46 H 4.139 2.764 -5.048  0.10
47 H 5.622 2.877 -4.128  0.11
48 H 3.999 3.561 -2.588  0.12
49 H 4.346 1.906 -2.121  0.08
50 H 1.940 2.860 -3.744  0.12
51 H 1.939 2.482 -2.029  0.09
52 H 0.720 -3.075 -2.796  0.13
53 H 1.865 -2.601 -1.536  0.07
54 H 2.578 -3.593 -4.342  0.10
55 H 2.685 -4.530 -2.861  0.12
56 H 4.284 -1.974 -3.368  0.09
57 H 4.871 -3.584 -3.721  0.11
58 H 4.132 -2.540 -0.929  0.01
59 H 5.748 -2.894 -1.530  0.08
60 H 4.599 -4.212 -1.284  0.08
61 H 0.671 -2.746 -5.376  0.12
62 H 0.265 -1.570 -7.514  0.11
63 H 0.737 0.836 -7.746  0.11
64 H 1.596 2.153 -5.838  0.12
65 N 0.083 0.204 2.920  0.03
66 C 0.249 0.346 4.064  -0.26
67 N 0.443 0.505 5.343  -0.08
68 C 0.105 1.795 5.999  -0.12
69 C 0.815 1.868 7.345  -0.18
70 C 2.287 1.467 7.220  -0.17
71 C 2.458 0.032 6.657  -0.16
72 C 1.138 -0.526 6.144  -0.13
73 H -0.975 1.874 6.118  0.13
74 H 0.440 2.607 5.354  0.13
75 H 0.308 1.231 8.072  0.12
76 H 0.729 2.891 7.710  0.12
77 H 2.767 1.548 8.194  0.11
78 H 2.789 2.182 6.564  0.11
79 H 2.842 -0.647 7.419  0.12
80 H 3.182 0.037 5.841  0.11
81 H 0.481 -0.809 6.964  0.13
82 H 1.285 -1.406 5.523  0.13

Its charge is +1. The calculation puts the molar mass at 688.31 u. As for the largest force on an atom: 0.67 eV/Å. The energy above the lowest of the compared OMol25 structures with the same formula, charge and spin comes out at 3.3 kcal per mole. The calculation puts the HOMO-LUMO gap at 7.687 eV.

***

C33H41NO10P4S3W | ωB97M-V/def2-TZVPD

Each line ends with the Löwdin spin population.
Atoms and positions in Å:
1 W 0.515 1.196 -0.332  0.62
2 S 2.217 1.067 1.354  0.51
3 P 1.303 -1.446 1.342  0.35
4 C -0.085 -0.825 0.476  0.07
5 P -1.396 -0.179 1.411  0.01
6 S -0.956 1.650 2.066  -0.01
7 C -2.865 -0.102 0.313  0.00
8 C -3.852 0.852 0.546  0.00
9 C -4.956 0.943 -0.289  0.00
10 C -5.082 0.073 -1.369  0.00
11 C -4.107 -0.890 -1.599  0.00
12 C -3.000 -0.977 -0.757  0.00
13 C -2.117 -1.175 2.768  0.00
14 C -2.144 -0.687 4.068  0.00
15 C -2.750 -1.426 5.080  0.00
16 C -3.316 -2.660 4.797  0.00
17 C -3.278 -3.162 3.500  0.00
18 C -2.681 -2.423 2.490  0.00
19 C 0.882 -2.556 2.733  0.06
20 C 1.023 -2.075 4.034  0.01
21 C 0.696 -2.881 5.120  0.00
22 C 0.228 -4.170 4.908  0.01
23 C 0.082 -4.654 3.612  0.00
24 C 0.407 -3.853 2.528  0.02
25 C 2.047 -2.673 0.199  0.05
26 C 3.121 -3.451 0.637  0.02
27 C 3.724 -4.371 -0.213  0.00
28 C 3.270 -4.511 -1.519  0.02
29 C 2.206 -3.734 -1.964  0.00
30 C 1.591 -2.822 -1.109  0.02
31 H -3.734 1.543 1.371  0.00
32 H -5.713 1.698 -0.106  0.00
33 H -5.941 0.145 -2.027  0.00
34 H -4.202 -1.572 -2.437  0.00
35 H -2.221 -1.705 -0.946  0.00
36 H -1.700 0.280 4.278  0.00
37 H -2.774 -1.038 6.093  0.00
38 H -3.786 -3.236 5.586  0.00
39 H -3.717 -4.129 3.279  0.00
40 H -2.657 -2.810 1.477  0.00
41 H 1.385 -1.062 4.191  0.00
42 H 0.805 -2.500 6.130  0.00
43 H -0.025 -4.799 5.754  0.00
44 H -0.292 -5.659 3.448  0.00
45 H 0.289 -4.231 1.519  0.00
46 H 3.484 -3.339 1.655  0.00
47 H 4.550 -4.979 0.144  0.00
48 H 3.744 -5.224 -2.186  0.00
49 H 1.844 -3.840 -2.981  0.00
50 H 0.758 -2.218 -1.448  0.00
51 N -2.825 1.840 -3.616  0.00
52 C -1.305 2.044 -3.526  0.00
53 C -0.822 2.790 -4.770  0.00
54 P -1.268 3.175 -2.010  0.00
55 O -0.134 4.235 -2.129  0.00
56 O -2.586 3.879 -2.135  0.00
57 O -1.195 2.191 -0.808  0.02
58 P -0.508 0.355 -3.384  0.00
59 O -1.775 -0.473 -4.014  0.00
60 O 0.657 0.098 -4.255  0.00
61 O -0.485 -0.005 -1.894  0.01
62 H -3.198 2.717 -3.167  0.00
63 H -3.139 1.044 -3.065  0.00
64 H -3.119 1.693 -4.573  0.00
65 H -1.261 3.790 -4.824  0.00
66 H -1.070 2.230 -5.677  0.00
67 H 0.263 2.890 -4.734  0.00
68 H 0.781 3.965 -1.934  0.00
69 H -1.430 -1.285 -4.419  0.00
70 C 4.625 1.301 -1.006  0.01
71 C 3.336 1.049 -1.753  0.00
72 C 3.595 0.924 -3.247  0.00
73 O 2.644 -0.115 -1.272  0.00
74 C 2.298 2.144 -1.559  0.02
75 O 2.621 3.319 -1.508  0.03
76 O 1.104 1.816 -2.074  0.02
77 H 5.360 0.536 -1.276  0.00
78 H 4.466 1.280 0.070  0.01
79 H 5.014 2.283 -1.287  0.00
80 H 4.322 0.123 -3.412  0.00
81 H 4.023 1.857 -3.626  0.00
82 H 2.677 0.698 -3.783  0.00
83 H 2.942 -0.894 -1.748  0.00
84 C 1.652 5.588 0.480  0.01
85 S 1.940 3.904 1.000  0.04
86 C 1.441 4.143 2.703  0.01
87 O 0.677 3.202 0.399  0.03
88 H 0.572 5.744 0.399  0.00
89 H 2.135 5.719 -0.489  0.00
90 H 2.097 6.252 1.226  0.00
91 H 2.155 4.833 3.165  0.00
92 H 1.475 3.172 3.190  0.00
93 H 0.425 4.542 2.718  0.00

The calculation puts the molar mass at 1015.62 u. As for the multiplicity: 3. As for the largest force on an atom: 4.39 eV/Å. The energy above the lowest of the compared OMol25 structures with the same formula, charge and spin comes out at 129.1 kcal per mole. The calculation puts the HOMO-LUMO gap (alpha / beta) at 6.022 / 5.694 eV.

***

Question: The highest largest force on an atom belongs to which entry?
Answer: C33H41NO10P4S3W